No. 1
A cluster of 12 separate species, C48H116N4O8 in total, computed with ωB97M-V with the def2-TZVPD basis set.

The structure (SMILES) is CC(N)=O.CC(N)=O.CC(N)=O.CC(N)=O.CCCCCC.CCCCCC.CCCCCC.CCCCCC.CCCCCC.CCCCCC.OCCO.OCCO. The calculation puts the total energy at -73999.9452 eV.

Positions of all 176 atoms, in Å:
C1 4.858 -2.468 -0.987
C2 5.779 -3.189 -1.949
N1 5.530 -3.022 -3.269
O1 6.623 -3.981 -1.545
H1 5.284 -2.588 0.006
H2 3.884 -2.958 -0.996
H3 4.756 -1.404 -1.207
H4 6.059 -3.595 -3.897
H5 4.826 -2.348 -3.563
C3 1.695 -4.722 -2.779
C4 0.186 -4.834 -2.796
N2 -0.503 -3.694 -2.602
O2 -0.382 -5.892 -3.012
H6 2.060 -4.757 -3.804
H7 2.148 -5.509 -2.187
H8 1.957 -3.749 -2.356
H9 -1.502 -3.633 -2.623
H10 0.017 -2.852 -2.418
C5 3.982 1.123 -4.312
C6 3.448 -0.160 -4.924
N3 2.830 -0.067 -6.123
O3 3.589 -1.273 -4.393
H11 4.868 1.448 -4.854
H12 4.284 0.858 -3.302
H13 3.169 1.841 -4.255
H14 2.681 0.823 -6.554
H15 2.443 -0.943 -6.455
C7 1.624 5.690 -1.889
C8 1.661 4.599 -2.916
N4 1.969 4.874 -4.203
O4 1.444 3.424 -2.581
H16 1.517 6.655 -2.389
H17 2.545 5.694 -1.306
H18 0.806 5.525 -1.196
H19 2.294 5.763 -4.542
H20 1.918 4.148 -4.891
C9 4.765 -0.111 6.894
C10 3.813 -0.506 5.767
C11 3.765 0.579 4.710
C12 2.500 0.615 3.848
C13 2.369 -0.527 2.839
C14 3.128 -0.216 1.558
H21 4.353 0.747 7.433
H22 5.735 0.235 6.528
H23 4.989 -0.882 7.630
H24 4.201 -1.424 5.319
H25 2.797 -0.682 6.120
H26 4.622 0.657 4.029
H27 3.755 1.573 5.184
H28 1.624 0.562 4.513
H29 2.342 1.587 3.371
H30 2.719 -1.463 3.284
H31 1.308 -0.705 2.641
H32 4.210 -0.334 1.723
H33 2.983 -0.863 0.692
H34 3.075 0.823 1.233
C15 5.191 5.179 4.996
C16 4.709 4.410 3.770
C17 5.870 3.721 3.034
C18 5.345 2.887 1.841
C19 5.036 3.710 0.587
C20 4.033 2.976 -0.313
H35 4.344 5.671 5.486
H36 5.923 5.935 4.726
H37 5.552 4.516 5.786
H38 3.903 3.695 3.936
H39 4.332 5.150 3.055
H40 6.392 3.031 3.701
H41 6.548 4.504 2.684
H42 6.045 2.087 1.597
H43 4.421 2.440 2.224
H44 4.711 4.726 0.817
H45 5.961 3.725 0.002
H46 3.925 3.451 -1.292
H47 4.421 1.966 -0.451
H48 3.017 2.964 0.089
C21 -0.020 3.179 0.897
C22 -1.151 2.761 1.835
C23 -0.778 1.727 2.894
C24 -1.854 1.511 3.985
C25 -2.431 0.099 3.992
C26 -3.741 -0.066 4.804
H49 0.496 2.331 0.444
H50 0.713 3.827 1.384
H51 -0.449 3.794 0.101
H52 -1.498 3.663 2.350
H53 -1.993 2.381 1.248
H54 0.176 1.981 3.365
H55 -0.470 0.820 2.354
H56 -1.386 1.823 4.918
H57 -2.662 2.224 3.787
H58 -2.625 -0.360 3.022
H59 -1.704 -0.505 4.546
H60 -3.507 0.241 5.828
H61 -4.510 0.644 4.483
H62 -4.113 -1.084 4.742
C27 -2.835 -7.249 -0.928
C28 -3.222 -6.960 0.531
C29 -2.034 -6.538 1.398
C30 -1.797 -5.023 1.228
C31 -0.411 -4.613 1.710
C32 0.060 -3.185 1.421
H63 -2.716 -6.314 -1.472
H64 -3.691 -7.700 -1.453
H65 -2.085 -8.027 -1.042
H66 -4.028 -6.227 0.546
H67 -3.646 -7.896 0.908
H68 -1.105 -7.055 1.163
H69 -2.233 -6.729 2.458
H70 -1.920 -4.830 0.153
H71 -2.519 -4.349 1.702
H72 -0.393 -4.726 2.802
H73 0.365 -5.300 1.359
H74 0.423 -3.022 0.410
H75 -0.722 -2.434 1.579
H76 0.863 -2.972 2.129
C33 -2.885 2.209 -2.823
C34 -4.263 2.545 -2.252
C35 -4.352 3.940 -1.629
C36 -5.718 4.304 -1.048
C37 -6.688 4.739 -2.132
C38 -8.081 5.068 -1.622
H77 -2.563 2.983 -3.525
H78 -2.855 1.286 -3.396
H79 -2.188 2.261 -1.985
H80 -5.016 2.465 -3.040
H81 -4.477 1.805 -1.474
H82 -3.998 4.648 -2.393
H83 -3.542 4.075 -0.900
H84 -6.150 3.459 -0.500
H85 -5.514 5.025 -0.249
H86 -6.273 5.514 -2.782
H87 -6.793 3.883 -2.810
H88 -8.809 5.492 -2.312
H89 -8.532 4.158 -1.212
H90 -8.045 5.754 -0.768
C39 -6.883 -1.928 3.453
C40 -6.314 -2.978 2.529
C41 -5.906 -2.392 1.157
C42 -4.507 -1.797 1.110
C43 -4.199 -1.284 -0.295
C44 -2.913 -0.509 -0.417
H91 -7.810 -1.533 3.027
H92 -6.261 -1.096 3.774
H93 -7.246 -2.410 4.369
H94 -5.466 -3.551 2.916
H95 -7.072 -3.737 2.318
H96 -6.656 -1.639 0.901
H97 -5.953 -3.221 0.444
H98 -4.466 -0.975 1.832
H99 -3.821 -2.608 1.369
H100 -4.163 -2.187 -0.915
H101 -4.998 -0.629 -0.652
H102 -2.675 -0.332 -1.471
H103 -3.055 0.520 -0.062
H104 -2.056 -0.951 0.092
O5 1.065 -1.635 -2.948
C45 1.029 -1.321 -1.575
C46 0.913 0.159 -1.303
O6 2.042 0.871 -1.769
H105 1.797 -1.159 -3.372
H106 0.150 -1.811 -1.152
H107 1.837 -1.825 -1.030
H108 0.690 0.350 -0.243
H109 0.009 0.466 -1.845
H110 1.797 1.820 -1.860
O7 -0.909 -0.217 -5.958
C47 -1.238 -1.594 -6.225
C48 0.052 -2.371 -6.456
O8 0.872 -1.705 -7.436
H111 -0.163 -0.029 -6.545
H112 -1.767 -2.015 -5.370
H113 -1.913 -1.543 -7.088
H114 -0.165 -3.407 -6.741
H115 0.629 -2.475 -5.536
H116 0.512 -2.005 -8.281


No. 2
A cluster of 11 separate species, C48H120N2O13 in total, computed with ωB97M-V with the def2-TZVPD basis set.

The structure (SMILES) is COCCNCCOC.COCCNCCOC.CCOCC.CCOCC.CCOCC.CCOCC.CCOCC.CCOCC.CCOCC.CCOCC.CCOCC. Its energy above the lowest of the compared OMol25 structures with the same formula, charge and spin is 59.4 kcal per mole. The calculation puts the total energy at -81308.9239 eV.

Positions of all 183 atoms, in Å:
C1 -0.802 1.237 -2.041
O1 -2.107 0.822 -2.216
C2 -3.087 1.862 -2.106
C3 -4.348 1.320 -2.796
N1 -4.869 0.114 -2.139
C4 -5.785 0.365 -1.023
C5 -6.233 -0.889 -0.313
O2 -5.154 -1.464 0.458
C6 -5.328 -2.885 0.756
H1 -0.560 1.280 -0.980
H2 -0.705 2.297 -2.365
H3 -0.229 0.607 -2.663
H4 -2.816 2.741 -2.697
H5 -3.268 2.252 -1.055
H6 -4.098 1.156 -3.853
H7 -5.200 2.038 -2.803
H8 -4.117 -0.421 -1.759
H9 -6.718 0.821 -1.361
H10 -5.339 1.005 -0.267
H11 -6.632 -1.642 -0.957
H12 -6.938 -0.640 0.406
H13 -4.438 -3.128 1.325
H14 -5.316 -3.445 -0.164
H15 -6.316 -2.965 1.265
C7 -5.671 0.317 7.781
O3 -4.694 0.036 6.826
C8 -5.114 0.116 5.461
C9 -4.050 -0.434 4.518
N2 -3.685 -1.822 4.806
C10 -2.789 -2.425 3.820
C11 -2.581 -3.849 4.277
O4 -1.920 -3.824 5.479
C12 -1.598 -5.063 6.077
H16 -5.157 0.356 8.727
H17 -6.510 -0.424 7.860
H18 -6.087 1.347 7.605
H19 -5.478 1.111 5.381
H20 -5.983 -0.599 5.322
H21 -3.019 0.186 4.555
H22 -4.393 -0.361 3.502
H23 -3.150 -1.826 5.696
H24 -1.772 -2.001 3.644
H25 -3.181 -2.417 2.833
H26 -1.934 -4.300 3.533
H27 -3.546 -4.381 4.401
H28 -1.163 -4.831 7.052
H29 -0.965 -5.683 5.465
H30 -2.552 -5.594 6.231
C13 0.702 6.027 -1.642
C14 0.519 5.537 -3.056
O5 -0.857 5.640 -3.277
C15 -1.275 4.939 -4.479
C16 -0.783 5.672 -5.685
H31 0.061 6.804 -1.335
H32 0.405 5.216 -0.965
H33 1.754 6.369 -1.367
H34 1.092 6.187 -3.761
H35 0.919 4.463 -3.184
H36 -0.906 3.915 -4.499
H37 -2.342 4.888 -4.552
H38 -1.239 6.701 -5.727
H39 -0.850 5.081 -6.661
H40 0.266 6.016 -5.742
C17 4.746 -2.901 -6.645
C18 3.538 -3.749 -6.883
O6 2.605 -3.704 -5.838
C19 1.713 -2.596 -5.977
C20 1.125 -2.216 -4.616
H41 4.667 -1.873 -6.934
H42 5.226 -2.895 -5.663
H43 5.607 -3.136 -7.279
H44 2.972 -3.644 -7.805
H45 3.840 -4.796 -6.880
H46 2.393 -1.756 -6.251
H47 0.963 -2.784 -6.744
H48 1.837 -1.962 -3.863
H49 0.595 -3.121 -4.186
H50 0.372 -1.388 -4.743
C21 2.753 0.488 -0.243
C22 1.512 -0.341 0.381
O7 0.667 0.584 1.034
C23 -0.591 0.134 1.401
C24 -1.217 1.064 2.404
H51 3.651 -0.140 -0.502
H52 2.418 1.021 -1.123
H53 2.996 1.206 0.484
H54 1.029 -0.865 -0.439
H55 2.031 -1.039 1.136
H56 -1.232 -0.055 0.492
H57 -0.607 -0.847 1.917
H58 -1.305 2.091 1.999
H59 -0.518 1.110 3.180
H60 -2.147 0.615 2.704
C25 4.956 -3.766 -0.851
C26 4.547 -3.086 0.494
O8 4.036 -4.147 1.266
C27 3.378 -3.786 2.448
C28 2.464 -4.833 2.876
H61 4.033 -4.332 -1.191
H62 5.305 -3.024 -1.568
H63 5.825 -4.423 -0.630
H64 5.287 -2.468 0.996
H65 3.647 -2.420 0.281
H66 4.137 -3.481 3.188
H67 2.838 -2.827 2.184
H68 1.600 -4.975 2.160
H69 2.075 -4.495 3.810
H70 2.986 -5.791 2.841
C29 0.754 0.154 5.633
C30 1.646 -0.119 4.486
O9 2.843 0.646 4.700
C31 3.803 0.477 3.657
C32 4.972 1.232 4.115
H71 0.422 1.201 5.701
H72 -0.229 -0.397 5.549
H73 1.137 -0.197 6.613
H74 1.896 -1.209 4.424
H75 1.195 0.190 3.518
H76 4.033 -0.568 3.559
H77 3.285 0.767 2.738
H78 4.848 2.275 4.308
H79 5.781 1.016 3.322
H80 5.354 0.727 5.055
C33 2.768 1.330 -5.976
C34 1.929 2.383 -5.286
O10 0.637 1.922 -5.067
C35 -0.051 1.408 -6.254
C36 -1.388 0.801 -5.770
H81 2.823 0.366 -5.456
H82 2.465 1.130 -6.992
H83 3.844 1.610 -5.951
H84 2.269 2.662 -4.302
H85 2.093 3.312 -5.807
H86 -0.163 2.172 -6.990
H87 0.548 0.589 -6.714
H88 -1.812 1.414 -4.964
H89 -1.278 -0.231 -5.392
H90 -2.187 0.814 -6.506
C37 -1.784 3.449 4.731
C38 -2.180 3.567 6.199
O11 -3.558 3.772 6.243
C39 -4.085 3.633 7.568
C40 -5.481 4.151 7.661
H91 -0.723 3.387 4.712
H92 -2.298 2.552 4.282
H93 -2.153 4.306 4.231
H94 -1.917 2.629 6.757
H95 -1.642 4.370 6.709
H96 -3.789 2.615 7.670
H97 -3.386 4.182 8.164
H98 -5.557 5.193 7.361
H99 -5.771 4.041 8.744
H100 -6.164 3.629 7.063
C41 -2.323 -2.811 -2.561
C42 -1.994 -3.005 -1.032
O12 -2.051 -4.449 -0.826
C43 -1.574 -4.883 0.473
C44 -2.258 -6.154 0.913
H101 -3.420 -3.002 -2.687
H102 -2.131 -1.788 -2.760
H103 -1.745 -3.462 -3.153
H104 -1.005 -2.586 -0.714
H105 -2.790 -2.541 -0.397
H106 -0.482 -4.853 0.569
H107 -1.934 -4.026 1.163
H108 -1.957 -6.229 1.958
H109 -1.925 -7.051 0.327
H110 -3.374 -6.067 0.827
C45 6.935 0.596 -5.649
C46 6.838 1.303 -4.237
O13 7.436 2.479 -4.187
C47 7.210 3.141 -2.921
C48 7.950 4.467 -2.910
H111 7.974 0.447 -5.864
H112 6.581 -0.411 -5.540
H113 6.447 1.184 -6.446
H114 5.790 1.352 -3.941
H115 7.156 0.635 -3.436
H116 6.161 3.244 -2.748
H117 7.510 2.507 -2.122
H118 9.008 4.412 -3.069
H119 7.911 4.875 -1.919
H120 7.485 5.148 -3.553


In eV, the orbital gap values for the records above are, in order, 8.994, 9.057.